ORCA calculation (ωB97M-V/def2-TZVPD) on 2 unconnected molecules or ions with the total composition C4H10N.

Properties
lowest unoccupied orbital energy = -4.462 eV
Kohn-Sham gap = 0.37179 Eh
HOMO = -14.6 eV
strongest force on any atom = 6.2 eV/Å
energy above the lowest of the compared OMol25 structures with the same formula, charge and spin = 5.823 eV

Structure (ORCA input):
```
! RIJCOSX wB97M-V def2-TZVPD def2/J DEFGRID3
* xyz 1 1
N 0.00 -0.44 0.54
C 0.16 -1.77 0.05
C -1.06 1.38 -0.79
C 0.20 0.74 -0.29
C 1.20 -1.13 0.84
H 2.10 -0.95 0.25
H -1.35 0.96 -1.83
H -0.55 -2.50 0.35
H 0.08 -1.85 -1.13
H -1.93 1.11 -0.33
H 1.04 0.56 -0.82
H -0.65 -0.10 1.20
H -1.05 2.50 -0.89
H 0.68 1.99 1.03
H 1.32 -1.68 1.82
*
```

ORCA calculation (ωB97M-V/def2-TZVPD) on 2 unconnected molecules or ions with the total composition C4H10N.

Properties
lowest unoccupied orbital energy (alpha / beta) = -14.750 / -14.531 eV
Kohn-Sham gap (alpha / beta) = 0.23541 / 0.25704 Eh
HOMO (alpha / beta) = -21.2 / -21.5 eV
⟨S²⟩ = 0.790
strongest force on any atom = 2.6 eV/Å
energy above the lowest of the compared OMol25 structures with the same formula, charge and spin = 6.630 eV

Structure (ORCA input):
```
! RIJCOSX wB97M-V def2-TZVPD def2/J DEFGRID3
* xyz 2 2
N 1.84 0.22 0.11
C -0.45 -0.56 -1.27
C -1.21 -0.37 -0.02
C 2.79 -0.27 0.64
C -1.43 1.10 0.51
H -0.88 0.07 -2.06
H -0.76 -0.86 0.85
H -0.18 -1.54 -1.67
H 2.95 -0.09 1.74
H -2.01 1.74 -0.15
H -2.24 -0.80 -0.22
H -2.01 1.07 1.43
H 0.59 -0.17 -0.68
H 3.40 -1.00 0.06
H -0.40 1.44 0.71
*
```

ORCA calculation (ωB97M-V/def2-TZVPD) on 2 unconnected molecules or ions with the total composition C4H10N.

Properties
lowest unoccupied orbital energy (alpha / beta) = -10.224 / -13.710 eV
Kohn-Sham gap (alpha / beta) = 0.41080 / 0.31015 Eh
HOMO (alpha / beta) = -21.4 / -22.1 eV
⟨S²⟩ = 0.753
strongest force on any atom = 4.4 eV/Å
energy above the lowest of the compared OMol25 structures with the same formula, charge and spin = 2.611 eV

Structure (ORCA input):
```
! RIJCOSX wB97M-V def2-TZVPD def2/J DEFGRID3
* xyz 2 2
N 1.74 0.70 1.03
C -1.49 -1.59 -0.52
C -1.51 0.99 0.19
C -0.91 -0.19 -0.25
C 2.43 0.65 -0.06
H 2.13 -0.04 -0.83
H 3.45 1.09 -0.10
H -0.07 0.01 -0.93
H -2.65 1.00 0.41
H -1.46 -2.14 0.41
H 2.34 0.78 1.82
H -0.92 -2.11 -1.27
H 0.66 0.29 0.95
H -2.60 -1.51 -0.81
H -1.13 2.08 -0.04
*
```

ORCA calculation (ωB97M-V/def2-TZVPD) on 2 unconnected molecules or ions with the total composition C4H10N2.

Properties
lowest unoccupied orbital energy (alpha / beta) = 4.295 / 4.183 eV
Kohn-Sham gap (alpha / beta) = 0.11026 / 0.35684 Eh
HOMO (alpha / beta) = 1.3 / -5.5 eV
⟨S²⟩ = 0.751
strongest force on any atom = 2.5 eV/Å
energy above the lowest of the compared OMol25 structures with the same formula, charge and spin = 0.647 eV

Structure (ORCA input):
```
! RIJCOSX wB97M-V def2-TZVPD def2/J DEFGRID3
* xyz -1 2
N 1.85 0.47 1.00
N 2.36 -0.52 -1.04
C -2.04 -0.88 0.60
C 1.75 -0.50 0.20
C -1.15 1.33 -0.19
C -1.30 -0.18 -0.26
H 1.91 -0.98 -1.83
H -0.76 1.57 0.80
H 1.35 -1.50 0.40
H 1.37 0.29 1.89
H -2.20 1.68 -0.15
H -1.97 -1.96 0.61
H 2.70 0.37 -1.37
H -0.64 -0.59 -1.01
H -2.55 -0.38 1.41
H -0.67 1.77 -1.06
*
```

ORCA calculation (ωB97M-V/def2-TZVPD) on a molecular structure, C4H10N2.

Properties
lowest unoccupied orbital energy = 0.949 eV
Kohn-Sham gap = 0.33579 Eh
HOMO = -8.2 eV
strongest force on any atom = 4.2 eV/Å
energy above the lowest of the compared OMol25 structures with the same formula, charge and spin = 4.699 eV

Structure (ORCA input):
```
! RIJCOSX wB97M-V def2-TZVPD def2/J DEFGRID3
* xyz 0 1
N 0.43 1.69 0.61
N 0.15 -0.79 0.73
C 0.05 -0.08 2.34
C -0.62 -0.17 -2.45
C -0.15 -1.24 -1.82
C -0.30 0.57 1.07
H -1.37 0.48 -2.00
H 0.42 1.74 -0.41
H 1.01 0.12 2.78
H -1.36 0.66 0.85
H -0.36 0.07 -3.47
H -0.30 -1.38 -0.39
H 1.40 1.67 0.91
H 0.60 -1.88 -2.26
H 1.14 -0.92 0.56
H -0.72 -0.54 2.95
*
```

ORCA calculation (ωB97M-V/def2-TZVPD) on 2 unconnected molecules or ions with the total composition C4H10N2.

Properties
lowest unoccupied orbital energy = 1.095 eV
Kohn-Sham gap = 0.39428 Eh
HOMO = -9.6 eV
SMILES = [H]/N=C/C.[H]/N=C/C
strongest force on any atom = 2.7 eV/Å
energy above the lowest of the compared OMol25 structures with the same formula, charge and spin = 1.811 eV

Structure (ORCA input):
```
! RIJCOSX wB97M-V def2-TZVPD def2/J DEFGRID3
* xyz 0 1
N -1.75 0.44 -0.28
N 0.94 -1.58 0.51
C -0.84 -0.05 -1.01
C 0.97 -0.36 0.91
C 0.17 0.05 2.10
C -0.04 0.80 -1.95
H -0.09 1.84 -1.64
H 1.78 0.34 0.64
H -0.41 0.70 -2.97
H 1.65 -1.81 -0.19
H -0.77 -1.14 -1.25
H 1.00 0.47 -1.96
H -0.51 -0.74 2.39
H -0.43 0.92 1.83
H -2.49 -0.22 -0.03
H 0.82 0.35 2.92
*
```

ORCA calculation (ωB97M-V/def2-TZVPD) on 2 unconnected molecules or ions with the total composition C4H10N2.

Properties
lowest unoccupied orbital energy = 0.927 eV
Kohn-Sham gap = 0.31976 Eh
HOMO = -7.8 eV
strongest force on any atom = 4.6 eV/Å
energy above the lowest of the compared OMol25 structures with the same formula, charge and spin = 4.509 eV

Structure (ORCA input):
```
! RIJCOSX wB97M-V def2-TZVPD def2/J DEFGRID3
* xyz 0 1
N 0.38 -0.04 2.07
N -0.16 1.10 2.30
C 0.25 -0.99 -1.15
C 0.02 -1.35 2.04
C -0.82 -0.31 -0.69
C -0.90 1.18 -0.93
H -1.86 1.59 -0.85
H -1.17 0.92 2.29
H 0.60 -1.97 -0.87
H 1.04 -0.50 -1.51
H 1.42 0.07 1.93
H -0.96 -1.78 2.06
H 0.86 -1.93 1.82
H -0.20 1.82 -0.34
H -0.61 1.42 -1.98
H -1.58 -0.63 0.02
*
```

ORCA calculation (ωB97M-V/def2-TZVPD) on C4H10N2 in the gas phase.

Properties
lowest unoccupied orbital energy (alpha / beta) = 0.909 / 0.909 eV
Kohn-Sham gap (alpha / beta) = 0.29746 / 0.29745 Eh
HOMO (alpha / beta) = -7.2 / -7.2 eV
strongest force on any atom = 5.1 eV/Å
energy above the lowest of the compared OMol25 structures with the same formula, charge and spin = 4.491 eV

Structure (ORCA input):
```
! RIJCOSX wB97M-V def2-TZVPD def2/J DEFGRID3
* xyz 0 1
N 0.14 0.40 0.10
N 1.37 0.84 0.35
C -1.08 1.03 -0.01
C -2.41 0.34 0.31
C 2.53 0.08 -0.05
C 0.02 -1.01 -0.29
H 2.78 -0.94 0.36
H 2.76 -0.01 -1.19
H -0.89 -1.17 -0.87
H -0.29 -1.63 0.56
H 3.31 0.72 0.21
H -2.21 -0.61 0.47
H -3.05 0.29 -0.57
H -2.86 0.91 1.16
H 1.00 -1.34 -0.72
H -1.13 2.09 0.19
*
```

ORCA calculation (ωB97M-V/def2-TZVPD) on a molecular structure, C4H10N2.

Properties
lowest unoccupied orbital energy = 1.148 eV
Kohn-Sham gap = 0.36529 Eh
HOMO = -8.8 eV
strongest force on any atom = 6.7 eV/Å
energy above the lowest of the compared OMol25 structures with the same formula, charge and spin = 5.225 eV

Structure (ORCA input):
```
! RIJCOSX wB97M-V def2-TZVPD def2/J DEFGRID3
* xyz 0 1
N -0.41 0.92 -0.47
N -0.84 -0.28 0.28
C 1.82 -1.07 -0.04
C 0.15 -0.38 -0.71
C -2.19 -0.66 0.17
C 0.34 1.88 0.27
H 1.87 -0.48 0.78
H -0.13 -0.82 -1.60
H 0.77 1.24 1.23
H 2.39 -0.91 -0.93
H -2.79 0.13 0.77
H -2.41 -0.89 -0.90
H -2.49 -1.66 0.74
H -0.34 2.81 0.37
H 1.14 2.27 -0.31
H 1.37 -2.00 0.29
*
```

ORCA calculation (ωB97M-V/def2-TZVPD) on C4H10N2 in the gas phase.

Properties
lowest unoccupied orbital energy = 1.200 eV
Kohn-Sham gap = 0.38259 Eh
HOMO = -9.2 eV
SMILES = CN1C[C@H]1CN
strongest force on any atom = 2.8 eV/Å
energy above the lowest of the compared OMol25 structures with the same formula, charge and spin = 2.014 eV

Structure (ORCA input):
```
! RIJCOSX wB97M-V def2-TZVPD def2/J DEFGRID3
* xyz 0 1
N -2.36 -0.73 0.06
N 0.87 -0.13 -0.57
C 1.92 -0.99 0.01
C -0.14 0.29 0.42
C -1.50 0.45 -0.13
C 0.94 1.25 -0.05
H 1.74 1.48 0.65
H 0.70 2.03 -0.70
H 1.62 -2.03 -0.02
H 0.03 -0.07 1.41
H 2.87 -0.99 -0.55
H -1.31 0.80 -1.22
H -2.05 1.23 0.40
H -2.12 -1.53 -0.65
H 2.16 -0.70 1.04
H -3.37 -0.37 -0.11
*
```

ORCA calculation (ωB97M-V/def2-TZVPD) on C4H10N2 in the gas phase.

Properties
lowest unoccupied orbital energy = 0.853 eV
Kohn-Sham gap = 0.32022 Eh
HOMO = -7.9 eV
SMILES = [H]/N=C\NCCC
strongest force on any atom = 4.2 eV/Å
energy above the lowest of the compared OMol25 structures with the same formula, charge and spin = 4.090 eV

Structure (ORCA input):
```
! RIJCOSX wB97M-V def2-TZVPD def2/J DEFGRID3
* xyz 0 1
N 1.95 -1.29 -0.93
N 0.45 -0.99 0.93
C 1.61 -0.65 0.18
C -0.80 -0.84 -0.01
C -0.86 1.77 0.19
C -0.60 0.58 -0.64
H 0.33 0.46 -1.19
H -1.36 0.54 -1.43
H 2.61 -0.24 0.42
H -0.68 1.44 1.25
H 0.33 -0.61 1.88
H -0.39 2.64 -0.18
H -1.77 -0.96 0.51
H -1.89 2.01 0.25
H 2.01 -2.23 -0.51
H -0.92 -1.62 -0.73
*
```

ORCA calculation (ωB97M-V/def2-TZVPD) on 2 unconnected molecules or ions with the total composition C4H10N2.

Properties
lowest unoccupied orbital energy (alpha / beta) = 0.519 / 0.814 eV
Kohn-Sham gap (alpha / beta) = 0.30759 / 0.34140 Eh
HOMO (alpha / beta) = -7.9 / -8.5 eV
strongest force on any atom = 3.1 eV/Å
energy above the lowest of the compared OMol25 structures with the same formula, charge and spin = 5.734 eV

Structure (ORCA input):
```
! RIJCOSX wB97M-V def2-TZVPD def2/J DEFGRID3
* xyz 0 1
N -0.35 0.88 -0.64
N -1.07 1.18 0.59
C -1.64 0.31 -0.44
C 1.36 -0.54 0.04
C 2.45 0.47 -0.02
C -1.78 -1.16 0.04
H -1.45 2.13 0.59
H -2.64 -0.98 0.74
H -2.33 0.77 -1.05
H -1.96 -1.70 -0.99
H 2.07 1.23 0.66
H 1.33 -1.45 -0.50
H 0.93 -0.71 1.05
H 3.32 -0.06 0.35
H -0.79 -1.36 0.52
H 2.53 0.97 -0.95
*
```